# 1
13
Properties=species:S:1:pos:R:3:forces:R:3 method="wB97M-V/def2-TZVPD" homo_lumo_gap_ev=10.327 e_tot_ha=-377.8987 total_charge=0 e_above_lowest_kcal_mol=38.1 smiles="[H]/N=C/OCC(N)=O"
H -2.8669 0.0481 -1.4092 0.1 -0.1 -0.1
N -2.0629 0.5169 -1.0032 -0.1 0.0 0.5
C -1.8461 0.0604 0.1511 -0.4 0.3 -0.1
O -0.9032 0.5885 0.9864 -0.1 0.0 0.0
C 0.3222 0.8711 0.3527 0.1 0.0 -0.1
C 0.8756 -0.5011 -0.0457 0.0 -0.3 -0.1
N 2.2231 -0.6579 -0.0971 0.1 -0.1 0.0
O 0.1221 -1.4212 -0.3040 0.4 0.2 0.1
H -2.3696 -0.7523 0.6577 -0.1 0.2 -0.1
H 0.1864 1.5099 -0.5278 0.1 -0.2 0.0
H 0.9619 1.3958 1.0716 -0.1 -0.2 -0.1
H 2.5073 -1.6193 -0.2215 0.2 0.2 0.0
H 2.8502 -0.0390 0.3890 -0.1 0.0 -0.1


# 2
13
Properties=species:S:1:pos:R:3:forces:R:3 method="wB97M-V/def2-TZVPD" homo_lumo_gap_ev=11.142 e_tot_ha=-344.5538 total_charge=0 e_above_lowest_kcal_mol=30.2
C 0.8317 0.6637 1.3691 0.0 0.0 0.0
C 0.0198 -0.0304 0.3286 0.3 0.0 0.2
C 0.3656 -1.1596 -0.5676 0.1 -0.2 0.0
C -0.1487 0.1547 -1.1498 0.0 0.2 -0.2
C -1.6128 0.1939 -0.8254 -0.5 0.1 -0.4
O -2.6458 0.3612 -1.3924 0.4 0.0 0.3
O -1.4251 -0.0508 0.5190 -0.1 -0.1 0.1
H 0.6874 0.1842 2.3429 0.0 0.0 -0.2
H 0.5453 1.7163 1.4572 0.0 -0.2 0.0
H 1.8932 0.6072 1.1140 -0.1 0.0 0.0
H -0.2712 -2.0379 -0.5890 0.0 0.1 0.0
H 1.4136 -1.3546 -0.7701 0.0 0.1 0.1
H 0.3966 0.7613 -1.8615 -0.1 -0.1 0.1


# 3
105
Properties=species:S:1:pos:R:3:forces:R:3 method="wB97M-V/def2-TZVPD" homo_lumo_gap_ev=8.659 e_tot_ha=-3002.7826 total_charge=0 smiles="C=CCO[P@@](=O)(OCCCCCCCCCCCCCC)OC(=O)NC(=O)F.O=[N+]([O-])c1ccccc1.O=[N+]([O-])c1ccccc1.O=[N+]([O-])c1ccccc1"
C 0.4571 -5.4020 -3.8054 -0.1 0.1 -0.2
C 1.6063 -4.7277 -3.6695 -0.1 -0.1 0.0
C 1.9832 -3.8300 -2.5187 -0.8 0.7 -0.9
O 3.3999 -4.0224 -2.3370 0.2 0.0 0.1
P 4.0535 -3.4746 -1.0102 -0.1 0.1 -0.1
O 3.2328 -2.5171 -0.2628 0.0 0.0 0.0
O 4.5457 -4.7510 -0.2518 -0.1 0.2 0.1
C 4.4341 -4.7593 1.2022 0.3 -0.4 0.2
C 3.0953 -5.3055 1.6292 -0.4 0.3 0.1
C 2.9450 -5.3446 3.1615 0.0 -0.3 -0.5
C 1.5054 -5.0554 3.5709 0.2 0.2 0.3
C 1.3384 -4.8441 5.0716 -0.2 0.0 0.2
C -0.0910 -4.4785 5.5516 -0.1 0.1 -0.1
C -1.1594 -4.2827 4.4688 -0.4 -0.1 0.3
C -2.4085 -3.5165 4.9789 0.4 0.1 -0.5
C -2.6522 -2.2692 4.1172 0.4 0.0 0.3
C -1.6681 -1.1329 4.4777 -0.3 -0.2 -0.5
C -1.0698 -0.4062 3.2607 0.1 0.3 0.0
C -0.9072 1.1110 3.4744 0.3 -0.4 0.0
C 0.3258 1.7205 2.7793 -0.3 0.7 0.1
C 0.0072 2.6737 1.6096 0.5 -0.4 -0.2
O 5.4043 -2.7869 -1.5655 -0.3 0.1 0.0
C 5.6667 -1.4943 -1.1402 0.2 -0.2 -0.2
O 6.4728 -1.2588 -0.3054 0.3 0.1 0.2
N 4.9788 -0.5414 -1.8821 -0.4 0.1 0.4
C 4.9653 0.7511 -1.2552 0.3 -0.1 -0.3
O 4.4065 1.0564 -0.2708 -0.1 0.2 0.1
F 5.6656 1.6201 -1.9889 0.0 -0.2 0.1
H -0.5256 -4.9558 -3.6787 0.0 -0.3 1.5
H 0.4693 -6.4458 -4.1020 -0.1 0.4 -1.5
H 2.3666 -4.8423 -4.4379 0.7 -1.0 0.8
H 1.7695 -2.7742 -2.7084 0.2 0.1 0.1
H 1.4387 -4.1350 -1.6305 0.0 0.0 0.1
H 4.6026 -3.7631 1.6103 -0.1 0.1 -0.2
H 5.2510 -5.3946 1.5417 0.0 0.0 -0.1
H 2.9159 -6.2877 1.1887 0.2 -0.1 0.0
H 2.3156 -4.6510 1.2278 0.1 0.1 -0.1
H 3.6121 -4.6025 3.6091 0.0 0.0 0.1
H 3.2557 -6.3367 3.4968 0.1 0.1 0.3
H 1.2143 -4.1326 3.0644 -0.1 -0.1 -0.1
H 0.8452 -5.8524 3.2194 0.0 0.0 -0.1
H 2.0131 -4.0406 5.3778 0.1 0.0 -0.1
H 1.6706 -5.7315 5.6163 0.1 0.0 -0.1
H -0.4665 -5.2459 6.2323 0.1 0.0 0.1
H -0.0456 -3.5652 6.1494 0.1 0.0 0.0
H -1.4812 -5.2684 4.1242 0.1 0.0 -0.2
H -0.7770 -3.7472 3.6005 0.2 0.0 0.0
H -2.2107 -3.2018 6.0060 -0.4 -0.1 0.1
H -3.2877 -4.1593 4.9403 0.0 0.0 0.2
H -3.6853 -1.9334 4.2192 0.0 0.1 -0.1
H -2.4842 -2.5376 3.0712 -0.2 -0.1 0.0
H -2.1984 -0.4093 5.0990 0.1 0.0 0.2
H -0.8512 -1.5656 5.0585 0.0 0.2 0.2
H -1.6747 -0.6029 2.3720 0.0 0.0 0.0
H -0.0749 -0.8085 3.0510 -0.1 -0.2 0.0
H -0.8080 1.2711 4.5504 -0.1 0.1 0.0
H -1.8057 1.6368 3.1533 0.0 0.0 0.1
H 0.8518 2.3191 3.5258 0.2 -0.1 0.0
H 1.0293 0.9547 2.4516 -0.1 -0.1 0.0
H -0.9670 2.4773 1.1637 0.0 0.0 0.0
H 0.0644 3.7150 1.9214 -0.2 0.0 0.0
H 0.7653 2.5452 0.8334 -0.1 0.1 -0.1
H 4.0155 -0.8281 -2.0353 0.0 -0.1 -0.2
O -2.6182 3.9822 2.6714 -0.1 0.1 0.1
N -2.2471 5.1376 2.7014 0.0 0.0 0.0
O -1.2951 5.5387 3.3406 0.0 0.0 0.0
C -2.9957 6.1198 1.8982 0.0 0.0 0.0
C -4.0982 5.6938 1.1806 -0.1 -0.1 -0.1
C -4.8035 6.6248 0.4348 0.0 0.1 0.0
C -4.3980 7.9534 0.4141 0.0 0.0 0.0
C -3.2845 8.3565 1.1395 -0.1 0.1 -0.1
C -2.5733 7.4359 1.8916 0.1 0.1 0.0
H -4.3982 4.6571 1.2041 0.1 0.0 0.1
H -5.6701 6.3114 -0.1311 0.0 0.0 0.0
H -4.9511 8.6777 -0.1692 0.0 0.0 0.0
H -2.9663 9.3902 1.1209 0.0 0.0 0.0
H -1.7060 7.7380 2.4595 0.0 -0.1 0.0
O -3.4759 -1.6719 -6.3939 0.0 0.0 0.0
N -3.4248 -2.8256 -6.0212 0.0 0.0 0.0
O -3.6725 -3.2014 -4.8933 0.0 0.0 0.0
C -3.0266 -3.8461 -7.0085 0.0 0.0 0.0
C -2.6997 -3.4449 -8.2902 0.0 0.1 -0.1
C -2.3069 -4.4077 -9.2062 0.0 -0.1 0.0
C -2.2492 -5.7440 -8.8327 0.0 0.0 0.0
C -2.5890 -6.1249 -7.5412 0.0 0.1 -0.1
C -2.9825 -5.1705 -6.6168 0.0 -0.2 0.1
H -2.7491 -2.4022 -8.5653 0.0 0.0 0.1
H -2.0430 -4.1129 -10.2125 0.0 0.0 0.0
H -1.9370 -6.4910 -9.5504 0.0 0.0 0.0
H -2.5454 -7.1657 -7.2516 0.0 0.0 0.0
H -3.2476 -5.4566 -5.6101 0.0 0.1 0.0
O -1.4657 11.2307 -0.8366 0.0 0.0 0.0
N -0.6774 10.4624 -0.3244 0.0 -0.1 0.0
O -0.5443 10.3086 0.8736 0.0 0.0 0.1
C 0.1697 9.6495 -1.2136 0.1 0.0 0.0
C 0.0616 9.8234 -2.5808 0.0 0.0 -0.1
C 0.8719 9.0652 -3.4102 0.0 0.0 0.0
C 1.7659 8.1518 -2.8667 0.0 0.0 0.0
C 1.8514 7.9886 -1.4904 0.0 0.0 -0.1
C 1.0487 8.7429 -0.6500 0.1 -0.1 0.1
H -0.6391 10.5367 -2.9878 0.0 0.0 0.1
H 0.8060 9.1893 -4.4824 0.0 0.0 0.0
H 2.3990 7.5647 -3.5186 0.0 0.0 0.0
H 2.5454 7.2744 -1.0691 0.0 0.0 0.0
H 1.1046 8.6282 0.4220 0.0 0.1 0.0


# 4
34
Properties=species:S:1:pos:R:3:forces:R:3 method="wB97M-V/def2-TZVPD" multiplicity=3 homo_lumo_gap_ev="5.613 / 7.082" e_tot_ha=-557.0938 total_charge=+1
C 1.7302 2.3630 1.3268 -0.2 -0.2 -0.2
C 2.4942 -3.8548 2.0605 -0.1 0.3 -0.1
C -3.3013 1.3277 -1.1391 0.6 -0.5 -0.2
C -1.5092 2.3134 -2.6737 0.3 -0.7 0.5
C 0.6333 1.3090 1.3534 0.1 -0.1 0.8
C 2.1424 -2.5581 1.3396 0.3 -0.2 0.1
C -2.0656 1.1033 -1.9728 -4.8 2.1 -2.5
C -0.7056 0.6026 -0.5993 5.2 -0.7 0.7
N -0.4198 -0.6577 -0.6765 -1.1 -0.7 -0.6
N -0.2845 1.5012 0.2368 -0.9 0.9 0.4
N 0.7377 -2.4957 0.9181 0.0 -0.1 0.1
O -2.1393 -0.0337 -2.7172 0.3 -0.1 0.1
H 2.4069 2.2075 2.1585 0.1 0.0 0.2
H 2.3015 2.3018 0.4050 0.1 0.0 -0.1
H 1.3112 3.3631 1.4142 0.0 0.1 0.0
H 2.3624 -4.7089 1.3986 0.0 -0.1 0.0
H 3.5266 -3.8329 2.3919 0.2 -0.1 0.1
H 1.8567 -3.9915 2.9326 0.0 0.0 0.1
H -3.1534 2.1277 -0.4219 0.0 0.1 0.1
H -3.5819 0.4166 -0.6190 -0.1 -0.1 0.2
H -4.1235 1.6043 -1.7982 -0.3 0.1 -0.1
H -1.4076 3.1568 -1.9978 0.0 0.1 0.1
H -0.5395 2.1039 -3.1225 0.2 0.0 -0.1
H -2.1973 2.6113 -3.4660 -0.1 0.0 -0.2
H 1.0622 0.3096 1.2770 -0.1 0.0 0.0
H 0.0673 1.3808 2.2872 0.1 -0.2 0.0
H 2.7615 -2.4484 0.4443 0.0 0.1 0.1
H 2.3317 -1.7041 1.9970 0.0 0.0 -0.1
H 0.1350 -1.2527 -0.0008 -0.2 -0.2 0.7
H -0.8992 -1.1558 -1.4241 0.6 0.1 0.2
H -0.6206 2.4493 0.1262 0.2 0.0 -0.3
H 0.5396 -3.3069 0.3358 -0.1 0.0 0.1
H 0.1444 -2.5839 1.7406 0.0 -0.1 -0.1
H -1.5968 0.0322 -3.5149 0.0 0.1 0.0


Copy entry 4 word for word.
34
Properties=species:S:1:pos:R:3:forces:R:3 method="wB97M-V/def2-TZVPD" multiplicity=3 homo_lumo_gap_ev="5.613 / 7.082" e_tot_ha=-557.0938 total_charge=+1
C 1.7302 2.3630 1.3268 -0.2 -0.2 -0.2
C 2.4942 -3.8548 2.0605 -0.1 0.3 -0.1
C -3.3013 1.3277 -1.1391 0.6 -0.5 -0.2
C -1.5092 2.3134 -2.6737 0.3 -0.7 0.5
C 0.6333 1.3090 1.3534 0.1 -0.1 0.8
C 2.1424 -2.5581 1.3396 0.3 -0.2 0.1
C -2.0656 1.1033 -1.9728 -4.8 2.1 -2.5
C -0.7056 0.6026 -0.5993 5.2 -0.7 0.7
N -0.4198 -0.6577 -0.6765 -1.1 -0.7 -0.6
N -0.2845 1.5012 0.2368 -0.9 0.9 0.4
N 0.7377 -2.4957 0.9181 0.0 -0.1 0.1
O -2.1393 -0.0337 -2.7172 0.3 -0.1 0.1
H 2.4069 2.2075 2.1585 0.1 0.0 0.2
H 2.3015 2.3018 0.4050 0.1 0.0 -0.1
H 1.3112 3.3631 1.4142 0.0 0.1 0.0
H 2.3624 -4.7089 1.3986 0.0 -0.1 0.0
H 3.5266 -3.8329 2.3919 0.2 -0.1 0.1
H 1.8567 -3.9915 2.9326 0.0 0.0 0.1
H -3.1534 2.1277 -0.4219 0.0 0.1 0.1
H -3.5819 0.4166 -0.6190 -0.1 -0.1 0.2
H -4.1235 1.6043 -1.7982 -0.3 0.1 -0.1
H -1.4076 3.1568 -1.9978 0.0 0.1 0.1
H -0.5395 2.1039 -3.1225 0.2 0.0 -0.1
H -2.1973 2.6113 -3.4660 -0.1 0.0 -0.2
H 1.0622 0.3096 1.2770 -0.1 0.0 0.0
H 0.0673 1.3808 2.2872 0.1 -0.2 0.0
H 2.7615 -2.4484 0.4443 0.0 0.1 0.1
H 2.3317 -1.7041 1.9970 0.0 0.0 -0.1
H 0.1350 -1.2527 -0.0008 -0.2 -0.2 0.7
H -0.8992 -1.1558 -1.4241 0.6 0.1 0.2
H -0.6206 2.4493 0.1262 0.2 0.0 -0.3
H 0.5396 -3.3069 0.3358 -0.1 0.0 0.1
H 0.1444 -2.5839 1.7406 0.0 -0.1 -0.1
H -1.5968 0.0322 -3.5149 0.0 0.1 0.0